Entry 1:
{
  "formula": "C4H7NO3",
  "method": "ωB97M-V with the def2-TZVPD basis set",
  "relative_energy_kj_mol": 554.79,
  "e_homo_ev": -9.62,
  "max_force_ev_per_a": 3.1,
  "spin_multiplicity": 1,
  "charge": 0,
  "smiles": "C1=N\\OCOCCO/1",
  "species": ["O", "O", "O", "N", "C", "C", "C", "C", "H", "H", "H", "H", "H", "H", "H"],
  "positions_angstrom": [[-1.707, 0.195, -0.247], [-0.072, -1.333, -0.639], [1.748, 0.596, -0.298], [1.097, -1.703, 0.090], [-0.633, 0.961, 0.464], [0.420, 1.248, -0.569], [1.854, -0.623, 0.160], [-1.357, -1.158, -0.091], [-0.444, 0.544, 1.591], [-0.864, 1.988, 0.663], [2.913, -0.772, 0.411], [0.699, 2.309, -0.390], [0.000, 0.865, -1.544], [-1.485, -1.475, 0.945], [-2.168, -1.643, -0.546]],
  "lowdin_charge": [-0.113, -0.158, -0.041, 0.096, -0.152, -0.092, -0.242, -0.259, 0.191, 0.097, 0.137, 0.133, 0.158, 0.131, 0.115]
}


Entry 2:
{
  "formula": "C5H6N2OS",
  "method": "ωB97M-V with the def2-TZVPD basis set",
  "relative_energy_kj_mol": 667.13,
  "e_homo_ev": -8.02,
  "max_force_ev_per_a": 5.1,
  "spin_multiplicity": 1,
  "charge": 0,
  "smiles": "CSN=C=C=N.C#CO",
  "species": ["S", "O", "N", "N", "C", "C", "C", "C", "C", "H", "H", "H", "H", "H", "H"],
  "positions_angstrom": [[2.148, -0.794, -0.079], [-3.069, -1.028, 0.357], [-1.295, 2.558, -0.039], [0.581, -0.604, -0.366], [-1.159, -2.482, -0.301], [-2.138, -1.797, -0.096], [-0.716, 1.473, -0.067], [-0.142, 0.397, -0.375], [2.961, 0.760, 0.426], [-2.241, 2.661, -0.249], [2.761, 1.192, 1.370], [3.953, 0.550, 0.288], [-4.009, -1.180, 0.120], [-0.408, -3.257, -0.500], [2.773, 1.551, -0.487]],
  "lowdin_charge": [0.883, 0.052, 0.140, -0.396, 0.060, -0.320, -0.169, -0.200, -0.369, 0.033, 0.018, -0.028, 0.141, 0.049, 0.106]
}


Entry 3:
{
  "formula": "C4H7NO",
  "method": "ωB97M-V with the def2-TZVPD basis set",
  "relative_energy_kj_mol": 347.81,
  "e_homo_ev": -9.94,
  "max_force_ev_per_a": 0.4,
  "spin_multiplicity": 1,
  "charge": 0,
  "smiles": "C[C@@]12CCN1O2",
  "species": ["O", "N", "C", "C", "C", "C", "H", "H", "H", "H", "H", "H", "H"],
  "positions_angstrom": [[0.381, -1.594, 0.368], [-0.483, -0.653, 1.100], [-1.037, -0.472, -1.400], [0.947, 0.656, 0.065], [-0.061, -0.444, -0.271], [0.453, 0.448, 1.508], [1.158, 0.175, 2.294], [-0.191, 1.265, 1.844], [0.735, 1.641, -0.357], [1.980, 0.371, -0.145], [-1.702, -1.331, -1.287], [-0.545, -0.506, -2.377], [-1.635, 0.444, -1.341]],
  "lowdin_charge": [0.005, 0.045, 0.006, -0.070, -0.558, -0.135, 0.110, 0.114, 0.108, 0.110, 0.089, 0.085, 0.088]
}


Entry 4:
{
  "formula": "C3H9N2",
  "method": "ωB97M-V with the def2-TZVPD basis set",
  "relative_energy_kj_mol": 144.59,
  "e_homo_ev": -12.57,
  "max_force_ev_per_a": 1.9,
  "spin_multiplicity": 1,
  "charge": 1,
  "smiles": "C/C([NH3+])=C\\N",
  "species": ["N", "N", "C", "C", "C", "H", "H", "H", "H", "H", "H", "H", "H", "H"],
  "positions_angstrom": [[0.980, -0.328, 1.337], [-1.602, 1.327, -0.637], [0.138, -0.160, 0.117], [0.607, -0.821, -1.120], [-0.986, 0.573, 0.311], [-2.142, 2.108, -0.313], [0.874, -1.257, 1.741], [0.790, 0.394, 2.023], [-0.149, -1.070, -1.856], [1.538, -0.459, -1.566], [0.916, -1.827, -0.793], [-1.472, 0.573, 1.283], [1.972, -0.251, 1.096], [-1.464, 1.198, -1.623]],
  "lowdin_charge": [0.220, 0.108, -0.304, -0.041, -0.137, 0.109, 0.171, 0.165, 0.097, 0.092, 0.092, 0.138, 0.178, 0.110]
}


Entry 5:
{
  "formula": "C26H24Br2N4O8",
  "method": "ωB97M-V with the def2-TZVPD basis set",
  "relative_energy_kj_mol": 157.49,
  "e_homo_ev": -9.74,
  "max_force_ev_per_a": 4.1,
  "spin_multiplicity": 1,
  "charge": 0,
  "smiles": "O=[N+]([O-])c1ccccc1.O=[N+]([O-])c1ccccc1.O=[N+]([O-])c1ccccc1.O=[N+]([O-])c1ccccc1.BrCCBr",
  "species": ["Br", "Br", "O", "O", "O", "O", "O", "O", "O", "O", "N", "N", "N", "N", "C", "C", "C", "C", "C", "C", "C", "C", "C", "C", "C", "C", "C", "C", "C", "C", "C", "C", "C", "C", "C", "C", "C", "C", "C", "C", "H", "H", "H", "H", "H", "H", "H", "H", "H", "H", "H", "H", "H", "H", "H", "H", "H", "H", "H", "H", "H", "H", "H", "H"],
  "positions_angstrom": [[-2.540, -2.752, -1.862], [-6.080, -3.044, -1.097], [-1.126, -1.166, 3.215], [0.312, -0.254, -5.259], [-2.757, -0.633, 1.949], [0.980, 6.508, 2.724], [1.158, -5.015, -2.552], [0.130, 1.271, -3.745], [-0.139, -6.637, -2.123], [1.920, 4.602, 2.417], [0.508, -5.660, -1.783], [0.629, 0.770, -4.742], [-1.535, -0.651, 2.181], [1.168, 5.371, 3.056], [0.854, 1.496, -0.561], [-0.555, -5.575, 1.761], [0.318, -5.184, -0.416], [-0.442, -6.024, 0.423], [0.879, -3.928, -0.023], [3.044, 3.458, -5.531], [-0.473, 1.138, -0.837], [2.085, 2.749, -4.808], [-0.637, -0.038, 1.266], [0.406, 3.443, 4.273], [1.389, 0.987, 0.628], [-0.865, 5.022, 6.235], [0.054, -4.384, 2.248], [-1.229, 0.397, 0.043], [1.690, 1.576, -5.457], [-0.859, 3.637, 6.254], [-0.195, 5.625, 5.162], [-0.340, 2.879, 5.242], [-4.659, -3.230, 0.167], [3.605, 2.950, -6.720], [0.645, -3.527, 1.333], [0.495, 4.830, 4.288], [2.256, 1.005, -6.580], [-3.333, -3.722, -0.399], [0.662, 0.240, 1.569], [3.223, 1.695, -7.238], [1.718, 3.123, -3.870], [-1.359, 3.141, 7.087], [-0.187, 6.722, 4.950], [2.413, 1.295, 0.849], [-3.248, -4.785, -0.608], [0.131, -4.163, 3.293], [0.783, 2.868, 3.491], [1.803, 0.100, -6.958], [3.350, 4.445, -5.110], [4.372, 3.530, -7.205], [1.489, 2.140, -1.106], [-0.969, 1.439, -1.764], [1.426, -3.334, -0.674], [-2.639, -3.455, 0.496], [-0.974, -6.889, 0.046], [-4.601, -2.215, 0.620], [-0.370, 1.846, 5.330], [-2.278, 0.157, -0.106], [3.759, 1.256, -8.057], [-5.166, -3.856, 0.940], [-1.285, 5.572, 7.073], [1.048, -2.620, 1.699], [-1.013, -6.316, 2.455], [1.154, -0.221, 2.428]],
  "lowdin_charge": [0.643, 0.608, 0.061, 0.105, 0.041, 0.090, 0.093, 0.044, 0.059, 0.032, -0.373, -0.343, -0.329, -0.333, -0.037, -0.062, -0.146, -0.004, 0.044, -0.068, -0.060, 0.002, -0.184, -0.004, -0.061, -0.051, -0.067, 0.008, -0.124, -0.077, -0.007, -0.074, -0.728, -0.056, -0.064, -0.131, -0.023, -0.712, -0.026, -0.064, 0.111, 0.115, 0.137, 0.111, 0.052, 0.102, 0.093, 0.123, 0.119, 0.099, 0.093, 0.098, 0.092, 0.073, 0.117, 0.046, 0.095, 0.108, 0.107, 0.064, 0.111, 0.074, 0.113, 0.123]
}


Entry 6:
{
  "formula": "C33H69InNO10S",
  "method": "ωB97M-V with the def2-TZVPD basis set",
  "e_homo_ev": -4.24,
  "max_force_ev_per_a": 1.0,
  "spin_multiplicity": 1,
  "charge": -1,
  "species": ["In", "S", "O", "O", "O", "O", "O", "O", "O", "O", "O", "O", "N", "C", "C", "C", "C", "C", "C", "C", "C", "C", "C", "C", "C", "C", "C", "C", "C", "C", "C", "C", "C", "C", "C", "C", "C", "C", "C", "C", "C", "C", "C", "C", "C", "C", "H", "H", "H", "H", "H", "H", "H", "H", "H", "H", "H", "H", "H", "H", "H", "H", "H", "H", "H", "H", "H", "H", "H", "H", "H", "H", "H", "H", "H", "H", "H", "H", "H", "H", "H", "H", "H", "H", "H", "H", "H", "H", "H", "H", "H", "H", "H", "H", "H", "H", "H", "H", "H", "H", "H", "H", "H", "H", "H", "H", "H", "H", "H", "H", "H", "H", "H", "H", "H"],
  "positions_angstrom": [[-2.800, -3.523, 0.963], [-1.203, -3.080, 2.845], [-1.108, 3.524, -5.299], [3.070, 1.136, -7.416], [-3.370, 2.701, 0.773], [4.819, -5.560, 13.091], [-2.020, -0.509, 5.648], [3.042, -2.861, -2.126], [-0.120, 5.210, -10.034], [1.456, -2.575, 10.012], [1.519, -5.521, 0.391], [-1.771, 5.435, -1.074], [-4.885, -1.740, -1.501], [-3.989, 3.349, 2.971], [1.419, 6.997, -10.316], [1.218, -2.063, -3.423], [-3.017, -2.176, 7.011], [3.347, -7.194, 12.192], [3.816, -4.998, 0.691], [1.770, -0.221, 9.991], [1.579, -4.560, -2.916], [-0.528, 1.543, -6.471], [2.334, -4.705, 0.756], [3.062, -4.674, 11.757], [-1.619, -0.234, 7.971], [-1.866, 3.316, -2.149], [-2.202, -0.931, 6.763], [-1.042, 7.143, -11.060], [3.420, -1.857, 8.882], [3.210, 1.404, -9.772], [-1.487, 4.769, -2.050], [-2.676, -1.804, -0.536], [2.046, -3.135, -2.760], [1.923, -3.358, 1.289], [-0.886, 3.003, -6.371], [-4.175, 4.928, 0.939], [-4.462, -0.181, 0.314], [0.067, 6.337, -10.431], [2.147, -1.644, 9.663], [-3.801, 3.573, 1.489], [-4.041, -1.287, -0.660], [-0.953, 3.784, -7.658], [3.841, -5.785, 12.414], [-0.739, 5.362, -3.218], [3.652, -0.843, -8.592], [3.289, 0.618, -8.485], [2.449, 0.974, -10.426], [0.581, -4.674, -2.490], [0.837, -0.217, 10.551], [4.250, -4.953, 1.692], [-0.969, 2.704, -2.251], [0.203, 4.833, -3.361], [0.204, -2.072, -3.018], [4.178, 1.394, -10.276], [-1.954, 6.550, -11.078], [2.273, -3.241, 2.316], [1.564, -4.832, -3.974], [4.639, -0.950, -9.045], [3.523, -3.718, 11.999], [1.665, -1.089, -3.229], [3.672, -1.283, -7.597], [-2.402, -2.933, 7.499], [-5.775, -1.254, -1.417], [2.261, -5.224, -2.390], [1.631, 0.347, 9.070], [1.345, 7.896, -9.702], [-2.308, -2.240, -1.467], [-5.453, 0.212, 0.062], [2.119, 6.308, -9.847], [3.569, -2.922, 8.716], [1.793, 7.258, -11.308], [3.066, -4.803, 10.675], [-1.828, -2.125, 3.574], [2.910, -1.369, -9.195], [-2.396, 3.016, -1.248], [-3.570, 5.703, 1.412], [-2.463, -5.033, 0.081], [-0.942, -0.910, 8.498], [4.271, -1.465, 9.442], [2.034, -4.670, 12.123], [-1.218, 4.817, -7.441], [0.016, 3.768, -8.154], [3.996, -7.891, 12.718], [-3.682, 2.335, 3.224], [-1.270, 1.018, -7.076], [2.340, -2.571, 0.657], [-4.476, -3.603, 1.616], [-1.985, -1.039, -0.173], [-2.419, 0.091, 8.640], [4.306, -4.273, 0.039], [-1.340, 5.291, -4.116], [-1.711, 3.356, -8.315], [1.187, -2.229, -4.502], [-5.236, 5.119, 1.117], [-4.581, -0.647, 1.302], [-3.734, 0.638, 0.336], [-1.059, 0.642, 7.645], [-0.515, 1.105, -5.475], [-2.515, 3.159, -3.012], [2.940, 2.435, -9.549], [3.364, -7.431, 11.127], [-3.879, -1.939, 7.637], [-0.527, 6.412, -3.015], [-5.040, 3.476, 3.237], [2.547, 0.242, 10.601], [-3.369, -2.570, 6.059], [-1.222, 8.048, -10.478], [-3.376, 4.054, 3.535], [2.331, -7.298, 12.576], [-0.774, 7.410, -12.084], [3.969, -5.998, 0.287], [0.838, -3.275, 1.282], [3.352, -1.357, 7.915], [-3.987, 4.946, -0.130], [0.462, 1.431, -6.917]],
  "lowdin_charge": [0.194, 0.131, 0.044, 0.065, 0.052, 0.060, 0.067, 0.051, 0.055, 0.055, 0.057, 0.043, 0.070, -0.017, -0.020, -0.018, -0.017, -0.027, -0.034, -0.029, -0.018, -0.007, -0.507, -0.033, -0.027, -0.011, -0.503, -0.022, -0.020, -0.024, -0.481, -0.279, -0.495, -0.044, -0.466, -0.025, -0.064, -0.491, -0.505, -0.478, -0.615, -0.031, -0.506, -0.041, -0.023, -0.506, 0.085, 0.096, 0.080, 0.077, 0.092, 0.084, 0.084, 0.083, 0.082, 0.083, 0.081, 0.084, 0.080, 0.080, 0.082, 0.086, 0.012, 0.074, 0.084, 0.086, 0.022, 0.065, 0.081, 0.078, 0.084, 0.080, -0.316, 0.085, 0.053, 0.087, -0.126, 0.070, 0.086, 0.089, 0.081, 0.068, 0.078, 0.085, 0.088, 0.081, -0.117, 0.033, 0.082, 0.073, 0.057, 0.090, 0.080, 0.082, 0.069, 0.045, 0.078, 0.084, 0.084, 0.077, 0.085, 0.081, 0.076, 0.082, 0.084, 0.085, 0.086, 0.082, 0.084, 0.084, 0.075, -0.010, 0.089, 0.061, 0.066]
}